The following is a DFT calculation (ωB97M-V with the def2-TZVPD basis set) of a cluster of 2 separate species, C3H5NO in total at a distorted geometry.

Results
- highest occupied orbital energy (eV) = -9.965
- total charge = 0
- energy above the lowest of the compared OMol25 structures with the same formula, charge and spin (kJ/mol) = 150.66
- calculated total energy (eV) = -6728.0112

CARTESIAN COORDINATES (ANGSTROEM)
C -1.23858 -2.32307 -1.87162
C -0.40956 0.57130 0.02787
C 0.58412 1.14922 0.94280
N -0.46463 -0.65391 -0.34301
O -0.19315 -2.67812 -2.17122
H -0.97091 1.29957 -0.45357
H 0.60958 0.51029 1.75116
H 0.16010 2.07381 1.38456
H 1.58240 1.27420 0.57677
H 0.34062 -1.22328 0.15627

Forces on the atoms, in the same order (eV/Å):
1.107 -0.959 -0.909
1.775 -2.074 -0.864
-1.072 1.597 0.604
1.758 0.370 1.864
-1.341 0.358 0.342
-1.838 0.878 -1.010
0.543 -1.589 1.983
0.618 -0.105 -0.505
0.406 0.257 -0.526
-1.956 1.268 -0.980

natural (NBO) atomic charge list, values in e, 8 entries:
1. C 0.520
2. C 0.159
3. C -0.695
4. N -0.605
5. O -0.549
6. H 0.164
7. H 0.222
8. H 0.219

The following is a DFT calculation (ωB97M-V with the def2-TZVPD basis set) of a cluster of 2 separate species, C5H7NO in total.

Results
- structure (SMILES) = C=C=CC=O.C=N
- highest occupied orbital energy (eV) = -9.577
- total charge = 0
- energy above the lowest of the compared OMol25 structures with the same formula, charge and spin (kJ/mol) = 302.29
- calculated total energy (eV) = -8833.0698

CARTESIAN COORDINATES (ANGSTROEM)
C 1.11749 2.05068 -1.20561
C 0.49690 0.91630 -1.34878
C -0.12498 -0.23239 -1.49006
C 0.30115 -1.43574 -0.72756
O 1.30194 -1.49530 -0.04768
H 0.78797 2.75533 -0.44499
H 1.98308 2.30333 -1.81801
H -0.98910 -0.32493 -2.14639
H -0.37644 -2.30344 -0.82789
C -0.52883 -0.39899 2.14123
N -1.39027 -0.78812 1.29678
H 0.52770 -0.54695 1.90424
H -0.76898 0.09122 3.09266
H -2.33762 -0.59099 1.62206

Forces on the atoms, in the same order (eV/Å):
-0.056 -0.180 0.059
-0.043 -0.095 -0.228
0.186 0.292 0.030
0.133 -0.028 0.213
-0.283 -0.003 -0.280
0.101 -0.073 -0.127
-0.242 -0.052 0.123
0.164 0.059 0.108
0.151 0.063 -0.029
-0.047 -0.034 -0.181
0.050 0.165 0.425
-0.110 0.007 0.051
-0.030 -0.100 -0.146
0.026 -0.021 -0.019

natural (NBO) atomic charge list, values in e, 8 entries:
1. C -0.494
2. C 0.193
3. C -0.423
4. C 0.431
5. O -0.559
6. H 0.231
7. H 0.236
8. H 0.235

The following is a DFT calculation (ωB97M-V with the def2-TZVPD basis set) of a structure of composition C39H40BBiBrF8N2O3PS at a distorted geometry.

Results
- highest occupied orbital energy (eV) = -5.339
- total charge = 0
- energy above the lowest of the compared OMol25 structures with the same formula, charge and spin (kJ/mol) = 264.25
- calculated total energy (eV) = -168613.6362

CARTESIAN COORDINATES (ANGSTROEM)
Bi -0.00822 0.88541 -0.46962
C -0.20102 -1.60149 -1.12272
O -0.73712 -0.53129 -1.88632
C -2.13932 -0.64169 -2.11722
C -2.86412 -0.19009 -0.86852
O -2.13462 0.94391 -0.41112
C -2.68072 1.47351 0.78708
H -0.40082 -2.56009 -1.61112
H -0.60632 -1.60419 -0.10742
H 0.88208 -1.46559 -1.05792
H -2.42682 -1.65059 -2.43112
H -2.36932 0.04561 -2.93852
H -2.84132 -0.97039 -0.10012
H -3.90482 0.06921 -1.08892
H -3.71522 1.79311 0.62868
H -2.08752 2.34311 1.08208
H -2.63472 0.73101 1.58968
F 0.81118 4.76181 -6.86362
C 1.07048 3.92391 -5.84982
C 2.28688 3.25991 -5.79052
F 3.20508 3.46271 -6.74642
C 2.56518 2.39131 -4.73612
F 3.76798 1.80301 -4.69912
C 1.62188 2.16541 -3.73012
P 1.76128 1.07391 -2.28672
C 3.33208 1.60381 -1.53532
C 3.59438 2.97661 -1.36372
C 4.76508 3.42341 -0.74432
C 5.69258 2.50411 -0.26802
C 5.43888 1.14151 -0.39402
C 4.26168 0.69691 -1.00642
C 2.03748 -0.53579 -3.08532
C 3.22858 -0.93149 -3.70812
C 3.34158 -2.18259 -4.32332
C 2.26238 -3.06109 -4.32712
C 1.06998 -2.69029 -3.71462
C 0.95948 -1.43959 -3.10042
C 0.41358 2.86431 -3.80062
Br -0.77772 2.59461 -2.36752
C 0.12978 3.73341 -4.84922
F -1.03502 4.39451 -4.89622
H 2.87928 3.72731 -1.69322
H 4.94358 4.48901 -0.62562
H 6.60298 2.84841 0.21518
H 6.15198 0.41911 -0.00512
H 4.08408 -0.37529 -1.05292
H 4.09448 -0.27399 -3.72912
H 4.27568 -2.46649 -4.80172
H 2.35078 -4.03229 -4.80692
H 0.22298 -3.37159 -3.71382
H 0.01198 -1.17849 -2.63092
F 2.78888 -0.43409 2.45018
B 2.66818 0.88491 1.85118
F 1.57018 0.88541 0.89888
F 2.40818 1.86761 2.89048
F 3.90488 1.22081 1.16468
C -0.96592 -6.85639 2.50188
C -1.27332 -5.43899 2.04588
C 0.00548 -4.62579 1.87218
N -0.25692 -3.27569 1.39528
C -0.75532 -2.19519 2.07288
S -0.97462 -0.78789 1.20368
N -1.02362 -2.41169 3.41258
C -1.49342 -1.52319 4.37128
O -0.87602 -1.38909 5.42608
C -2.75442 -0.77289 4.13598
C -2.92852 0.45281 4.79168
C -4.10512 1.18201 4.61528
C -5.11522 0.68481 3.79288
C -4.95692 -0.54639 3.15558
C -3.78252 -1.28219 3.33298
H -1.89292 -7.42289 2.63368
H -0.43082 -6.85359 3.45708
H -0.34922 -7.38039 1.76468
H -1.93382 -4.96189 2.77858
H -1.82562 -5.47189 1.09928
H 0.65708 -5.09879 1.12928
H 0.56188 -4.56819 2.81308
H -0.09922 -3.09999 0.40718
H -0.29612 -2.96949 3.83608
H -2.14472 0.84411 5.43708
H -4.23162 2.13751 5.11838
H -6.02902 1.25681 3.65098
H -5.74902 -0.93219 2.51858
H -3.68202 -2.24459 2.83928
C -1.93562 4.09961 2.85368
C -2.12962 2.72521 2.99468
C -1.58492 1.84601 2.05888
C -0.84812 2.33971 0.98468
C -0.65412 3.71191 0.84338
C -1.19762 4.59361 1.77758
H -2.35962 4.78581 3.58228
H -2.70442 2.33991 3.83268
H -1.73102 0.77491 2.16108
H -0.07852 4.08781 0.00288
H -1.04622 5.66411 1.66728
H 1.07808 -0.63169 -0.46962

Forces on the atoms, in the same order (eV/Å):
4.663 4.647 2.771
-1.691 -6.810 -1.235
-5.532 -0.976 1.066
-0.987 0.457 -0.493
-0.643 -0.354 -0.516
-4.899 -0.566 -0.296
-10.192 -3.834 -4.829
-0.872 -0.231 -0.326
0.418 -0.820 -2.509
-0.597 -1.461 -0.676
0.219 0.022 0.163
0.243 -0.086 0.084
-0.258 0.215 -0.126
0.125 0.089 -0.018
-0.419 0.130 -0.109
-4.874 2.114 -2.931
-3.640 -0.602 -2.902
0.137 -0.344 0.387
-0.141 0.245 -0.227
0.522 -0.226 -0.029
-0.399 -0.028 0.306
-0.261 0.111 0.203
-0.456 0.280 -0.125
-0.124 0.676 -0.439
3.927 -0.752 -2.063
0.870 0.045 0.187
0.135 0.091 0.134
-0.414 -0.277 -0.189
0.148 -0.333 -0.340
0.484 0.353 -1.234
0.430 0.011 -1.077
0.089 -0.667 -0.478
0.487 -0.389 -0.213
-0.010 0.476 0.246
-0.292 -0.143 0.087
0.902 0.231 -0.310
1.683 -0.936 -2.665
0.522 0.259 -0.897
-1.940 2.788 -2.853
-0.246 -0.129 0.376
0.335 -0.136 -0.085
0.009 -0.115 -0.109
-0.088 -0.162 -0.038
-0.138 -0.066 -0.055
-0.215 0.094 -0.026
-0.086 0.183 -0.046
-0.209 -0.095 0.116
-0.135 0.089 0.086
0.027 0.112 0.025
0.054 0.037 -0.013
3.173 -0.898 -4.786
-0.495 1.576 -1.100
1.839 0.408 2.353
3.253 0.743 3.050
0.132 -1.510 -1.783
-3.168 -0.488 2.983
-0.038 -0.162 0.044
-0.145 -0.152 0.066
-0.293 0.105 0.127
-0.260 1.213 0.439
0.386 -1.710 -0.847
-1.861 -0.607 7.479
0.816 -0.504 -0.951
0.409 1.800 2.172
-0.814 -0.685 -1.632
-0.319 0.177 -0.141
-0.297 -0.441 0.313
-0.438 -0.817 0.182
0.164 -0.036 0.151
0.276 -0.108 0.114
-0.283 0.395 -0.213
0.186 0.035 -0.001
-0.054 -0.047 -0.107
-0.051 0.018 0.111
0.127 0.077 -0.103
0.131 0.107 0.055
-0.048 0.098 0.213
0.050 -0.149 -0.079
0.153 -0.230 0.514
0.104 -0.369 0.192
-0.066 -0.194 -0.227
0.005 -0.205 -0.079
0.156 -0.099 0.014
0.127 0.023 0.131
0.090 0.083 0.067
0.746 0.706 -1.330
-0.012 -0.120 1.935
3.841 1.516 8.135
9.242 4.431 1.417
0.388 -2.354 0.097
-1.250 1.343 1.357
0.107 -0.078 -0.070
0.758 0.685 -0.810
3.880 1.137 3.263
-0.082 0.007 -0.012
-0.028 -0.128 0.065
2.791 2.190 1.477

Löwdin atomic charge list, values in e, 8 entries:
1. Bi 1.405
2. C -0.406
3. O -0.433
4. C -0.110
5. C -0.177
6. O -0.437
7. C -0.180
8. H 0.116

The following is a DFT calculation (ωB97M-V with the def2-TZVPD basis set) of a cluster of 23 separate species, C5H58BN2O24P in total at a distorted geometry.

Results
- highest occupied orbital energy (eV) = -8.017
- total charge = 0
- calculated total energy (eV) = -68213.7790

CARTESIAN COORDINATES (ANGSTROEM)
C 2.52732 -0.68602 2.46740
C 2.79785 -0.38530 1.01022
C 1.59634 0.05706 0.19324
O 0.31950 -0.29787 0.78840
B -0.19352 -1.52393 0.64541
C -1.44380 -1.89596 1.55371
C -2.76272 -1.60111 0.95042
N -3.21363 -0.43783 0.72421
P 0.40936 -2.73514 -0.72233
N 2.05069 -3.14701 -0.56343
O -0.35962 -4.14204 -0.29890
H 2.36384 -1.74860 2.59458
H 3.38072 -0.44913 3.08334
H 1.64049 -0.20255 2.84417
H 3.29372 -1.21816 0.53631
H 3.49677 0.44315 0.96529
H 1.61478 1.13429 0.11977
H 1.66926 -0.29908 -0.82915
H -1.32185 -1.33116 2.46561
H -1.45423 -2.94900 1.79933
H -3.37178 -2.46982 0.71218
H -4.16987 -0.49732 0.37105
H 2.44456 -3.10479 -1.50150
H 2.15573 -4.11585 -0.27300
H -0.09747 -4.40335 0.60481
O -2.68142 1.66838 -1.20967
H -2.96196 0.84789 -0.78606
H -3.15717 1.68972 -2.05676
O -5.15482 2.13769 -2.67295
H -5.86685 2.39581 -2.07662
H -5.07363 2.87754 -3.28904
O 0.41035 1.40687 -2.34959
H -0.35060 1.42420 -1.74130
H 0.40098 2.29045 -2.73598
O 0.79818 -6.96512 -1.15224
H 0.46168 -6.16558 -0.72805
H 1.04952 -6.67088 -2.03485
O 3.43557 -5.89458 0.13638
H 4.32834 -5.71410 -0.17945
H 3.38207 -6.85622 0.19114
O -3.35861 4.59375 -1.86139
H -2.47754 4.54631 -2.26231
H -3.49097 3.69569 -1.53515
O 1.94713 -3.33597 -3.66077
H 1.10759 -3.64013 -4.02061
H 2.37477 -2.85684 -4.38310
O -3.82592 6.48267 -4.20901
H -3.39763 6.09706 -3.43596
H -4.26812 7.26514 -3.85745
O 0.23116 -1.79140 4.38648
H 0.72062 -2.27665 5.05918
H -0.40566 -1.27710 4.89993
O 4.34979 -2.40978 -5.31740
H 4.69005 -1.93964 -6.08602
H 5.08975 -2.44590 -4.70116
O -0.90581 4.60690 -0.38396
H -0.79088 3.66055 -0.23964
H -1.85941 4.73179 -0.28690
O -0.11548 1.97841 2.68221
H -0.00579 1.15055 2.18967
H 0.55226 2.56455 2.31221
O -1.90645 4.32803 -4.66065
H -1.17525 4.31333 -5.28723
H -2.28520 5.21607 -4.73662
O -0.96972 6.27332 2.25588
H -1.01172 5.35546 1.95947
H -0.36454 6.68183 1.62343
O -3.93609 8.21416 -1.78035
H -3.27617 7.69856 -1.30273
H -4.21351 8.89562 -1.15893
O -1.77443 -1.33122 6.41399
H -2.43950 -2.01015 6.25167
H -1.87865 -1.07301 7.33537
O 5.24077 -0.04266 -1.53887
H 4.50715 -0.66258 -1.62537
H 5.21380 0.22265 -0.61274
O -2.59974 -4.00732 4.10162
H -3.45621 -4.22967 3.72010
H -2.02532 -4.74110 3.85796
O 4.51526 -3.54609 2.71238
H 4.27029 -4.46482 2.87375
H 4.11590 -3.33740 1.85928
O -1.88867 0.57049 -4.54888
H -1.23782 0.84589 -3.88806
H -2.46469 -0.04463 -4.08293
O 1.99265 6.36165 1.97681
H 2.69923 6.66635 2.55602
H 1.32232 6.00590 2.57472
O 2.66450 -6.24617 3.22720
H 1.85583 -6.52021 3.67186
H 2.40337 -6.04025 2.32102

Forces on the atoms, in the same order (eV/Å):
-0.094 -0.569 -0.044
0.289 0.472 0.084
-0.123 0.072 0.124
0.794 0.594 -0.284
0.056 -0.741 0.553
0.126 0.128 -0.461
-0.420 0.033 -0.148
-0.097 0.187 -0.051
-0.610 0.494 -0.862
0.422 0.015 -0.239
0.133 -0.726 0.766
-0.192 -0.270 0.127
0.228 0.188 0.222
-0.064 0.296 0.224
0.023 -0.405 -0.122
0.231 0.281 -0.093
-0.331 0.319 0.041
-0.272 -0.226 -0.205
-0.009 0.198 0.352
0.207 -0.234 0.208
-0.144 -0.287 -0.022
0.057 -0.074 -0.006
-0.023 -0.127 -0.003
0.219 0.040 0.264
-0.386 0.153 -0.348
0.259 0.286 -0.682
0.163 0.014 0.492
-0.021 -0.050 0.209
-0.084 0.102 -0.092
0.085 -0.027 -0.033
0.048 -0.035 -0.005
-0.538 0.165 0.122
0.083 -0.085 -0.164
0.093 0.019 -0.013
0.020 -0.024 0.067
-0.085 0.052 -0.234
0.006 -0.010 0.089
0.086 -0.021 0.136
-0.039 0.040 0.104
-0.133 0.049 -0.155
0.279 0.239 -0.007
-0.037 -0.139 -0.068
-0.131 -0.190 0.073
0.061 -0.049 -0.109
0.003 0.125 0.098
0.166 -0.055 0.010
0.169 -0.007 -0.132
-0.480 -0.005 0.210
0.158 -0.018 0.057
0.089 -0.044 -0.010
-0.005 0.053 -0.071
-0.077 -0.100 0.096
0.030 0.000 0.011
-0.066 -0.001 0.058
-0.069 0.016 -0.026
0.070 -0.095 0.241
-0.007 -0.055 0.000
-0.025 0.043 -0.120
0.069 0.016 -0.123
-0.152 0.049 -0.032
0.032 -0.009 0.073
0.115 0.168 0.178
-0.082 -0.028 0.050
-0.064 -0.112 -0.286
0.217 -0.083 0.033
-0.086 0.069 -0.098
-0.110 0.004 -0.035
0.035 0.062 0.076
-0.080 -0.015 -0.009
0.009 -0.052 -0.059
-0.086 -0.013 0.103
0.094 -0.009 -0.067
-0.015 0.012 -0.081
-0.077 -0.107 0.043
0.033 0.089 -0.003
0.023 -0.017 -0.069
-0.119 -0.054 -0.024
0.040 -0.001 0.036
-0.008 0.084 0.072
0.011 -0.043 -0.181
-0.082 -0.004 0.094
-0.014 0.000 0.074
-0.037 0.037 0.149
0.064 -0.118 -0.038
0.069 0.017 -0.046
0.036 -0.077 0.137
-0.039 0.003 -0.077
-0.013 0.086 0.004
-0.071 0.035 -0.136
0.082 0.031 0.014
0.116 -0.025 0.003

Löwdin atomic charge list, values in e, 8 entries:
1. C -0.079
2. C -0.231
3. C -0.186
4. O -0.013
5. B -0.595
6. C -0.110
7. C -0.230
8. N 0.090

- Which of these has the lowest highest occupied orbital energy?
  C3H5NO